{
  "formula": "C42H85N9O6",
  "method": "wB97M-V/def2-TZVPD",
  "species": ["C", "H", "H", "H", "H", "H", "H", "H", "C", "H", "C", "H", "H", "C", "H", "C", "H", "H", "C", "N", "C", "C", "H", "H", "H", "C", "H", "N", "C", "H", "H", "C", "C", "C", "H", "H", "O", "C", "H", "H", "H", "H", "H", "C", "H", "C", "H", "H", "H", "H", "H", "C", "H", "H", "C", "H", "H", "C", "C", "N", "H", "H", "H", "N", "C", "H", "O", "H", "H", "H", "O", "H", "H", "H", "H", "C", "N", "H", "H", "C", "C", "C", "C", "H", "H", "H", "H", "H", "H", "H", "H", "H", "H", "C", "H", "O", "C", "C", "H", "H", "N", "O", "C", "H", "H", "C", "O", "N", "C", "C", "H", "H", "H", "C", "H", "H", "H", "H", "H", "H", "N", "C", "H", "H", "N", "C", "H", "H", "H", "C", "H", "C", "H", "C", "H", "C", "H", "H", "H", "C", "C", "H"],
  "positions_angstrom": [[-10.4881, 3.6124, 7.6901], [-2.2419, -0.0638, 0.1811], [1.6055, 3.1230, 8.4443], [-0.4070, -9.6153, 1.1827], [-8.5439, 2.7096, 7.4540], [1.2056, 8.2054, 3.5108], [-1.8340, 2.5192, -0.9009], [3.8778, -16.4714, 1.1592], [-1.5339, 8.5305, -6.5952], [5.1099, 8.5890, 5.3703], [0.0473, -3.1894, -9.2023], [-0.7690, -1.8720, -7.6077], [1.7505, -12.7406, -1.2100], [-0.6164, -10.6834, 1.2408], [2.6796, -15.4303, -0.8115], [0.2531, -4.2765, -5.9711], [-0.5399, 8.3193, -6.9611], [3.5860, 1.1049, -11.9861], [-0.2430, -12.5154, -0.3875], [4.5542, 8.8798, 3.2989], [-10.6020, 1.1212, 8.1511], [7.5292, 7.4609, 4.4813], [2.0211, 0.5107, 9.2479], [-8.5867, 4.0975, 8.4974], [0.4283, -4.2104, -9.1787], [3.2886, 8.1078, 3.3325], [-6.8066, -5.7803, -1.5910], [-0.9711, 0.2791, 10.4680], [0.9618, -13.4157, -0.8778], [1.8814, 9.1828, 2.0686], [-2.2186, 6.7079, -5.5887], [0.9521, 1.2892, 7.5518], [1.9710, 8.8692, 3.1086], [-2.1550, 9.8153, -6.5559], [3.1930, 7.6897, 4.3346], [1.2432, -0.7684, 8.3300], [0.5199, -3.1972, -6.8483], [6.8419, 4.1398, -0.3882], [-0.6627, -12.0557, -1.2823], [-0.0188, -5.2032, -6.4765], [0.7638, -1.1817, -9.4339], [8.5148, 5.0736, -2.3489], [-0.0199, 10.4868, 3.0754], [-7.5516, -5.0041, -1.4159], [7.7598, 6.3450, -1.4903], [-1.4093, 2.4440, 0.1001], [3.4076, 7.2898, 2.6220], [-4.3489, 10.2508, -6.1434], [-8.6286, 4.3710, 6.7411], [-0.6281, -3.9434, -5.4230], [0.3848, 3.3311, 7.1367], [2.8733, -16.2049, 3.6170], [-8.1328, -5.5299, -0.6584], [7.4422, 3.2642, -0.6352], [-8.3380, -2.6561, -0.4677], [-0.7422, -3.0920, -9.9474], [2.3875, -15.6782, 4.4384], [1.0908, 0.2222, 8.7586], [-3.4805, 9.6092, -6.1640], [-8.8771, -4.9027, -3.6863], [3.6208, -1.2351, -11.5916], [6.7350, 6.9597, 5.0346], [0.7912, -14.1695, -1.6464], [7.2683, 6.7629, -4.7341], [-8.9569, 3.7141, 7.5466], [8.0491, 6.7089, 3.8877], [2.0554, -0.0830, -11.0938], [3.3331, 1.2767, -10.2713], [0.1267, 1.0220, 6.8920], [1.4503, -2.6630, -11.4452], [7.1795, 8.5245, 3.5552], [7.1132, 9.9145, 5.1605], [3.4052, -0.9140, -9.9385], [1.1774, -13.6683, 1.1730], [-1.7582, 10.7330, -6.9642], [2.8524, -16.1114, 1.2429], [1.3311, -14.1657, 0.3076], [1.9210, 1.3495, 7.0560], [5.4399, 5.2572, -1.6909], [7.5787, 5.6291, -2.2921], [0.7249, 2.7019, 7.9592], [6.5833, 9.6969, 4.2332], [2.8120, 1.1479, -11.2199], [-0.0136, 2.7841, 8.7566], [-7.9182, -1.7002, -0.1544], [6.3169, 3.8777, -2.4899], [4.6453, 10.2607, 5.0631], [-10.8967, 4.5360, 8.1003], [-0.1166, 10.4136, 4.7902], [0.3935, 1.3481, -0.5070], [-1.0304, -12.8858, 0.2690], [-1.4743, -3.4069, -7.6651], [-10.8913, 3.4320, 6.6936], [2.5268, -15.0133, 0.1840], [-1.6779, -10.8793, 1.0891], [0.2796, -11.4286, 0.3712], [-0.0458, 0.2288, 9.7120], [-7.1519, -3.6853, -0.8331], [6.6098, 10.6037, 3.6291], [2.5276, -3.3553, -10.3045], [-10.3636, 0.0512, 7.8284], [2.5303, -15.4856, 2.5301], [-8.3286, -4.9834, -2.6609], [7.1636, 4.7497, 0.4559], [2.2443, 2.0543, -11.4304], [-0.4076, 1.1923, 0.2155], [1.7873, 9.9544, 4.0314], [-3.5629, 8.3632, -5.6664], [1.9404, -2.4567, -10.4937], [6.3888, 4.7375, -1.8238], [-0.7720, -1.0153, 0.1782], [2.6486, -17.2711, 3.5887], [-12.0409, 2.5989, 8.8695], [5.1364, 9.3890, 4.6305], [-8.9215, -2.4879, -1.3729], [5.1668, 8.1067, 3.0815], [-1.1672, -0.0866, -1.2395], [8.2504, 7.8552, 5.1971], [5.9887, 3.5740, -0.0140], [-6.5678, -3.8733, 0.0677], [-3.0018, 2.9190, 2.1639], [2.8469, -1.2174, -10.8242], [-4.3894, 7.8837, -5.3392], [0.0801, 1.1568, 1.1896], [1.0920, -2.1317, -9.3337], [-0.5154, -2.9112, -7.8170], [0.6421, 11.7557, 4.1376], [3.9534, -16.3010, 3.7274], [1.0302, -4.4586, -5.2288], [0.5595, 10.6806, 3.9780], [-6.5757, -3.1959, -1.6183], [-10.9808, 2.4874, 8.6420], [2.1972, -16.9796, 1.1721], [-2.3076, 2.7227, 1.2788], [-0.2401, -11.0458, 2.1974], [7.3824, 6.2810, -3.6500], [3.4098, -14.3767, 0.2402], [-9.0406, -2.9697, 0.3043], [-0.7745, 3.3299, 0.0809], [-1.2035, -0.0697, -0.1502], [-2.4284, 7.7010, -5.9576], [-10.4946, 2.3834, 9.6120]],
  "forces_ev_per_angstrom": [[0.4, -0.3, 0.2], [0.1, 0.2, 0.1], [0.3, 0.2, -0.3], [0.0, -0.1, -0.3], [0.2, 0.1, -0.4], [-0.4, -0.8, -1.3], [-0.8, -0.5, 0.4], [0.2, 0.4, 0.1], [-0.5, 0.9, 1.1], [-0.1, -0.1, 0.2], [-0.2, 2.5, 1.4], [0.2, 0.3, -0.7], [0.1, 0.3, -0.2], [1.5, -1.3, -0.1], [-0.8, -0.2, -0.2], [-1.4, 0.7, 0.1], [-0.1, -0.2, 0.3], [0.0, -0.4, -0.3], [0.4, 1.2, -1.1], [-0.6, 0.0, 1.0], [-1.4, 1.3, 0.0], [0.7, 0.9, -0.7], [-0.1, -0.2, 0.5], [0.3, 0.1, -0.1], [0.5, 0.2, -0.3], [0.0, 1.5, 1.4], [0.9, 0.6, 0.0], [4.1, -0.3, -3.3], [-0.9, 0.1, 2.5], [-0.4, 0.1, 0.0], [-0.4, -0.1, -0.2], [-0.1, -1.0, 0.8], [-0.3, 0.0, 1.1], [-1.3, -0.3, -1.4], [-0.1, -0.5, 0.2], [-0.2, 0.0, 0.1], [0.1, -0.6, -0.3], [-1.7, -1.3, -1.7], [-0.6, -0.2, -0.2], [0.2, -0.2, -0.2], [-0.6, -0.2, -0.1], [-0.2, -0.3, -0.1], [0.3, 0.1, -0.3], [-1.4, -1.8, 0.4], [-0.1, 0.5, -0.4], [1.8, 0.4, 1.0], [-0.4, 0.1, -0.1], [0.3, 0.2, 0.1], [-0.1, -0.2, 0.0], [-0.3, -0.5, 0.5], [0.2, 0.0, 0.0], [0.9, -0.9, 1.4], [-0.6, 0.0, 0.0], [1.0, 0.5, 0.4], [0.8, -1.1, -0.8], [-0.1, -0.2, -0.3], [0.3, -0.5, 0.4], [-0.1, 1.4, -1.2], [0.9, 1.6, 0.5], [0.9, -0.2, 1.9], [-0.2, -1.1, -0.5], [-0.5, 0.3, -0.2], [-0.7, 0.5, -0.3], [0.4, -2.0, 4.4], [-0.6, -0.3, 1.1], [-0.1, 0.0, -0.1], [-1.2, 1.5, -1.0], [0.1, 0.3, 0.2], [0.3, -0.5, -0.2], [-0.8, -0.1, -0.1], [-0.5, 0.6, 1.4], [0.5, -0.1, 0.0], [0.3, -0.5, 0.6], [0.7, -0.2, -0.1], [-0.1, -0.1, 0.0], [-2.3, 1.4, 0.7], [0.2, -2.0, -0.2], [-0.2, -0.9, -0.5], [0.2, 0.2, -0.5], [-0.9, 0.4, -0.8], [-0.4, 0.9, 1.6], [-0.2, -1.1, 0.7], [0.4, -1.2, 0.7], [-0.4, -0.1, -0.1], [0.1, -0.1, -0.1], [-0.4, 0.2, 0.0], [-0.2, 0.0, -0.4], [0.0, 0.1, -0.3], [0.1, -0.6, 0.3], [-0.1, 0.1, -0.1], [0.1, -1.3, -0.6], [0.1, -0.7, 0.4], [-0.4, 0.0, 0.1], [1.3, 0.7, 0.8], [0.1, -0.1, -0.1], [0.6, 0.9, -0.2], [-3.3, 0.3, 2.6], [-0.7, 1.8, 0.1], [0.2, -0.5, -0.5], [0.3, 0.2, 0.3], [0.4, -0.6, -0.2], [0.1, 0.4, -3.2], [-0.9, 0.7, -1.7], [0.4, 0.3, -0.6], [-0.7, -0.6, 0.1], [-1.7, 0.7, 0.2], [0.9, 1.2, 0.0], [-0.7, -1.1, -0.2], [1.1, 1.9, -0.6], [2.0, -0.2, 2.0], [0.2, 0.1, 0.2], [-1.1, -0.2, -0.1], [0.0, -0.4, -0.4], [-0.2, -1.0, -2.3], [0.0, 0.1, 0.0], [0.8, 0.6, -0.3], [-0.5, -0.3, -0.1], [0.0, 0.0, 0.2], [-0.5, 0.3, 0.2], [0.2, 0.1, -0.2], [-0.4, 0.2, 0.7], [0.5, 0.6, 1.3], [0.1, 0.4, -0.1], [-0.3, 0.1, 0.1], [1.0, -2.2, -1.7], [0.2, -0.2, 0.9], [0.8, 0.0, -0.4], [0.5, 0.7, 0.4], [0.4, 0.3, -0.5], [-0.4, -0.7, 0.1], [0.4, 0.3, 0.4], [1.1, -1.1, -0.4], [-0.1, -0.2, -0.2], [0.8, -1.1, -2.2], [-0.9, 0.4, 0.6], [-0.2, 1.5, -2.8], [0.4, 0.4, 0.1], [0.2, -0.4, 0.1], [0.3, 0.2, 0.2], [0.6, -0.1, -0.4], [1.8, -1.4, -0.1], [0.2, 1.2, 0.3]],
  "lumo_ev": 0.11,
  "smiles": "c1cc[nH]c1.COCCNCCOC.COCCNCCOC.COCCNCCOC.CCCC#N.CCCC#N.CCCC#N.CCCC#N.CCCC#N",
  "energy_ev": -70616.81921,
  "spin_multiplicity": 1,
  "e_homo_ha": -0.3004
}